1.
Here is a cluster of 8 separate species, C72H144N8O8 in total at a distorted geometry from OMol25. Energies are from the ωB97M-V functional and the def2-TZVPD basis.

As for the spin multiplicity: 9. The orbital gap (alpha / beta) comes out at 9.2 / 9.2 eV.

Last column: Mulliken charge in e.
Geometry (Å):
C (-4.1087, 2.0660, -6.4301)  -1.905
C (-3.4795, 0.7780, -5.8251)  1.989
C (-4.3527, 0.4971, -4.6253)  -1.901
C (-4.1589, -0.7921, -3.9614)  0.898
C (-4.3213, -1.8898, -4.9719)  -1.546
C (-3.5634, -1.7253, -6.3118)  1.878
N (-3.6568, -0.3354, -6.7905)  0.375
O (-3.2009, -0.0034, -8.1767)  -0.482
C (-2.0821, -2.1516, -6.0634)  -1.510
C (-4.3365, -2.7111, -7.2686)  -1.852
C (-2.0431, 1.0100, -5.4304)  -1.503
H (-4.0506, 2.8839, -5.7119)  0.415
H (-5.1404, 2.0276, -6.7794)  0.416
H (-3.6384, 2.5641, -7.2779)  0.382
H (-4.2236, 1.1803, -3.7859)  0.543
H (-5.4190, 0.5615, -4.8423)  0.370
H (-4.8246, -0.8986, -3.1049)  0.508
H (-3.1544, -0.8164, -3.5389)  -0.792
H (-5.3764, -2.0995, -5.1476)  0.463
H (-3.9642, -2.8054, -4.5004)  0.366
H (-1.4947, -1.9440, -6.9578)  0.438
H (-1.6617, -1.5956, -5.2254)  0.047
H (-1.9322, -3.2222, -5.9243)  0.445
H (-4.6758, -3.5887, -6.7184)  0.380
H (-5.2295, -2.1928, -7.6179)  0.462
H (-3.7734, -2.9828, -8.1614)  0.370
H (-1.6242, 1.1515, -6.4267)  0.482
H (-1.5094, 0.2719, -4.8318)  -0.270
H (-1.8672, 1.9859, -4.9778)  0.491
C (5.9423, -2.4272, 5.8543)  -1.680
C (6.7514, -3.1072, 4.7002)  1.330
C (6.4030, -4.5721, 4.7197)  -1.079
C (4.9703, -4.7943, 4.1613)  -0.814
C (4.7636, -4.0536, 2.7408)  -0.505
C (5.1052, -2.5452, 2.7659)  1.781
N (6.4535, -2.4261, 3.3450)  0.316
O (7.0650, -1.0888, 3.0997)  -0.459
C (5.1641, -2.0593, 1.2334)  -1.667
C (3.9750, -1.8001, 3.4531)  -1.070
C (8.3050, -3.1024, 5.1468)  -1.695
H (4.9409, -2.8547, 5.9046)  0.325
H (5.9101, -1.3595, 5.6374)  0.318
H (6.4031, -2.5049, 6.8390)  0.446
H (7.1455, -5.1015, 4.1225)  0.384
H (6.3985, -4.8740, 5.7670)  0.379
H (4.1584, -4.5702, 4.8532)  0.360
H (4.8243, -5.8557, 3.9607)  0.476
H (3.7520, -4.1612, 2.3495)  -0.350
H (5.3877, -4.5656, 2.0084)  0.587
H (4.1559, -2.0476, 0.8192)  0.231
H (5.4934, -1.0361, 1.0521)  0.417
H (5.8663, -2.6802, 0.6772)  0.486
H (3.7634, -2.2363, 4.4293)  0.207
H (4.2332, -0.7417, 3.4185)  0.448
H (3.0384, -1.8742, 2.9006)  -0.280
H (8.5331, -3.5424, 6.1176)  0.377
H (8.6515, -2.0745, 5.2533)  0.406
H (8.8740, -3.5361, 4.3245)  0.440
C (6.1679, 2.6840, -4.8629)  -1.698
C (4.9307, 2.5871, -5.7478)  2.316
C (5.3053, 2.2139, -7.2415)  -1.256
C (5.7432, 0.8059, -7.4819)  -0.864
C (4.5769, -0.1587, -6.9652)  -1.490
C (4.2344, 0.1427, -5.5019)  1.771
N (3.9050, 1.5834, -5.2812)  0.176
O (3.3173, 1.8335, -4.0335)  -0.047
C (2.9934, -0.8188, -5.3091)  -2.198
C (5.3968, -0.4438, -4.7025)  -1.791
C (4.2999, 3.9795, -5.7626)  -2.422
H (6.4488, 3.7370, -4.8777)  0.543
H (7.0033, 2.0316, -5.1173)  0.313
H (5.8309, 2.4128, -3.8624)  0.211
H (4.6748, 2.6054, -8.0398)  0.456
H (6.2550, 2.7141, -7.4314)  0.435
H (6.5572, 0.4738, -6.8375)  0.293
H (5.9839, 0.6049, -8.5258)  0.443
H (4.9140, -1.1914, -7.0547)  0.506
H (3.6886, -0.2081, -7.5949)  0.521
H (2.7906, -1.1651, -4.2957)  0.233
H (2.1214, -0.3171, -5.7288)  0.618
H (3.1337, -1.6969, -5.9394)  0.450
H (5.2112, -1.5175, -4.7336)  0.513
H (6.4135, -0.1235, -4.9302)  0.314
H (5.2773, -0.1482, -3.6602)  0.328
H (4.8416, 4.7047, -6.3699)  0.453
H (4.0930, 4.4449, -4.7989)  0.376
H (3.3187, 3.8292, -6.2128)  0.512
C (-7.9402, -0.5537, 1.8824)  -1.692
C (-8.3615, -1.9115, 2.3369)  1.699
C (-8.2722, -2.8540, 1.1371)  -1.652
C (-6.8368, -3.2894, 0.8862)  -0.410
C (-6.3054, -3.9639, 2.1310)  -1.391
C (-6.3326, -3.0912, 3.3881)  2.057
N (-7.6912, -2.4053, 3.5787)  0.351
O (-7.8494, -1.5822, 4.7768)  -0.509
C (-6.1764, -4.0740, 4.6254)  -1.722
C (-5.1084, -2.1620, 3.3800)  -1.733
C (-9.8898, -1.7961, 2.6021)  -1.765
H (-8.5254, -0.1377, 1.0623)  0.403
H (-6.8700, -0.4406, 1.7088)  0.247
H (-8.0495, 0.1387, 2.7171)  0.415
H (-9.0012, -3.6636, 1.1723)  0.418
H (-8.6416, -2.4062, 0.2145)  0.472
H (-6.2667, -2.4450, 0.4988)  0.215
H (-6.7166, -4.0161, 0.0827)  0.532
H (-5.2670, -4.2345, 1.9397)  0.328
H (-6.8536, -4.9056, 2.1583)  0.420
H (-6.2746, -3.6834, 5.6382)  0.339
H (-6.8484, -4.9221, 4.4935)  0.435
H (-5.1697, -4.4771, 4.5148)  0.404
H (-5.0863, -1.6429, 4.3382)  0.466
H (-4.1585, -2.6804, 3.2489)  0.284
H (-5.1198, -1.4236, 2.5783)  0.211
H (-10.4117, -1.4711, 1.7021)  0.391
H (-10.0267, -1.0538, 3.3885)  0.400
H (-10.3330, -2.7565, 2.8655)  0.429
C (-0.4258, -6.4159, -2.0914)  -1.854
C (-0.3804, -4.9095, -2.0020)  1.609
C (-1.8366, -4.3835, -1.8221)  -1.079
C (-2.3775, -4.6123, -0.3372)  -1.173
C (-1.4042, -4.0241, 0.6657)  -0.176
C (0.0650, -4.6240, 0.5499)  2.034
N (0.5597, -4.4946, -0.9048)  0.846
O (1.9762, -4.4750, -1.1507)  -0.592
C (0.8334, -3.6004, 1.4973)  -1.280
C (0.1812, -5.9608, 1.2650)  -1.978
C (0.0018, -4.3726, -3.4149)  -1.423
H (0.5770, -6.7337, -2.3767)  0.451
H (-1.0975, -6.7559, -2.8796)  0.448
H (-0.6494, -6.9132, -1.1475)  0.241
H (-2.0157, -3.3600, -2.1513)  -0.018
H (-2.4917, -4.9214, -2.5074)  0.556
H (-2.5760, -5.6629, -0.1255)  0.414
H (-3.3619, -4.1707, -0.1815)  0.390
H (-1.8185, -4.1467, 1.6665)  0.725
H (-1.3342, -2.9586, 0.4472)  -0.545
H (0.6498, -3.6393, 2.5710)  0.700
H (1.8973, -3.8372, 1.4827)  -0.302
H (0.7852, -2.5728, 1.1372)  -0.315
H (-0.4491, -6.7502, 0.8555)  0.424
H (1.2293, -6.2502, 1.3415)  0.323
H (-0.2180, -6.0154, 2.2778)  0.418
H (1.0671, -4.5558, -3.5556)  0.496
H (-0.3018, -3.3258, -3.4176)  0.059
H (-0.4189, -5.0073, -4.1948)  0.452
C (3.8522, 3.9076, -1.2325)  -1.302
C (3.7008, 5.4624, -1.2850)  1.575
C (5.1743, 6.0575, -1.5859)  -0.712
C (5.2048, 7.5318, -1.8312)  -0.843
C (4.2553, 7.8773, -3.0328)  -1.259
C (2.7816, 7.3074, -2.8182)  1.482
N (2.7681, 5.8925, -2.3762)  0.846
O (1.5285, 5.1283, -2.5506)  -0.477
C (2.1190, 8.2762, -1.8640)  -1.862
C (2.1894, 7.5862, -4.2194)  -1.738
C (3.3203, 5.8628, 0.1798)  -1.866
H (4.4808, 3.5824, -2.0614)  -0.210
H (2.9814, 3.2600, -1.3354)  0.190
H (4.3435, 3.5912, -0.3123)  0.484
H (5.9007, 5.8837, -0.7920)  0.467
H (5.5755, 5.6223, -2.5012)  0.057
H (6.2162, 7.8585, -2.0732)  0.437
H (4.9535, 8.0987, -0.9348)  0.379
H (4.7447, 7.5139, -3.9364)  0.444
H (4.1715, 8.9536, -3.1839)  0.452
H (1.3457, 7.6938, -1.3631)  0.399
H (2.7848, 8.6607, -1.0914)  0.309
H (1.5951, 9.0611, -2.4096)  0.429
H (2.4707, 8.5585, -4.6239)  0.452
H (2.7385, 6.9855, -4.9445)  0.325
H (1.1558, 7.2628, -4.3427)  0.375
H (3.9892, 5.3856, 0.8959)  0.446
H (2.2666, 5.6238, 0.3239)  0.405
H (3.1987, 6.9411, 0.2823)  0.298
C (-1.2210, 0.9037, 8.2261)  -1.390
C (-1.9335, 1.6811, 6.9415)  1.639
C (-3.3829, 1.1158, 6.6367)  -0.848
C (-4.4249, 1.6220, 7.5488)  -1.075
C (-4.5150, 3.1923, 7.5027)  -1.398
C (-3.0845, 3.8034, 7.8567)  1.441
N (-2.0040, 3.2231, 6.9753)  0.259
O (-0.7576, 4.0266, 7.0538)  -0.459
C (-3.3646, 5.3839, 7.5941)  -1.639
C (-2.8407, 3.6364, 9.3490)  -1.758
C (-1.1710, 1.2643, 5.6825)  -1.931
H (-1.2073, -0.1132, 7.8337)  0.397
H (-1.7475, 1.0728, 9.1654)  0.314
H (-0.1979, 1.1221, 8.5320)  0.336
H (-3.7787, 1.3657, 5.6523)  0.275
H (-3.2783, 0.0312, 6.6098)  0.568
H (-4.2534, 1.2723, 8.5669)  0.375
H (-5.3756, 1.1452, 7.3101)  0.420
H (-5.2346, 3.5694, 8.2294)  0.510
H (-4.7259, 3.5631, 6.4996)  0.436
H (-3.0517, 5.5569, 6.5645)  0.450
H (-4.4015, 5.6866, 7.7402)  0.388
H (-2.7075, 5.9481, 8.2559)  0.380
H (-1.8350, 4.0069, 9.5479)  0.406
H (-3.4674, 4.3745, 9.8496)  0.476
H (-2.9431, 2.6385, 9.7754)  0.289
H (-1.0104, 0.1944, 5.8154)  0.530
H (-0.1541, 1.6466, 5.5938)  0.489
H (-1.5309, 1.4734, 4.6751)  0.095
C (-1.8258, -0.3021, 2.2881)  -2.203
C (-0.9205, 0.4783, 1.3155)  2.527
C (0.5147, 0.3830, 1.9516)  -1.484
C (1.6672, 0.7776, 1.0207)  -0.615
C (1.5443, 0.1020, -0.2867)  -1.573
C (0.2406, 0.1912, -0.9944)  3.910
N (-0.9079, -0.2594, 0.0086)  0.696
O (-2.2350, -0.2624, -0.5663)  -0.564
C (0.0941, 1.6251, -1.6009)  -2.193
C (0.4523, -0.8431, -2.1273)  0.267
C (-1.3630, 1.9972, 1.2042)  -1.589
H (-2.8384, -0.3530, 1.8879)  0.617
H (-1.7698, -0.0143, 3.3380)  -0.021
H (-1.5068, -1.3433, 2.3356)  0.180
H (0.4658, 1.0715, 2.7951)  0.454
H (0.7010, -0.6000, 2.3843)  0.394
H (2.5858, 0.5132, 1.5446)  0.432
H (1.7016, 1.8546, 0.8566)  0.117
H (1.8146, -0.9336, -0.0805)  0.082
H (2.3800, 0.5545, -0.8206)  0.137
H (0.8313, 1.6756, -2.4022)  0.502
H (-0.8719, 1.8986, -2.0254)  0.132
H (0.4669, 2.3649, -0.8925)  0.204
H (0.2131, -1.8483, -1.7802)  -0.618
H (-0.1397, -0.6151, -3.0136)  -0.405
H (1.4910, -1.0156, -2.4093)  -0.244
H (-0.4900, 2.6299, 1.0439)  0.293
H (-1.7964, 2.2298, 2.1770)  0.419
H (-1.9803, 2.3340, 0.3715)  0.215

2.
Here is a structure of composition C29H33BrGeN2OS4SeSn from OMol25. Energies are from the ωB97M-V functional and the def2-TZVPD basis.

The orbital gap comes out at 7.2 eV.

Last column: Mulliken charge in e.
Geometry (Å):
Sn (0.3012, 1.0332, 0.5731)  0.388
S (-1.0423, 2.8800, 1.7784)  -0.450
C (-0.8909, 2.1424, 3.3729)  0.292
C (-0.5506, 2.9608, 4.4576)  -0.652
C (-0.4763, 2.4728, 5.7481)  -0.551
C (-0.7473, 1.1348, 6.0046)  -0.710
C (-1.0864, 0.3047, 4.9522)  -0.460
C (-1.1398, 0.7890, 3.6469)  0.461
S (-1.5828, -0.3367, 2.3311)  0.100
C (-0.4768, -1.7141, 2.7404)  -1.103
C (-0.0004, -2.5350, 1.5642)  0.183
C (0.2500, -3.8853, 1.7814)  -0.679
C (0.8354, -4.6259, 0.7706)  -0.788
C (1.1427, -3.9938, -0.4184)  -0.923
C (0.8263, -2.6456, -0.5741)  0.319
C (1.0736, -2.0317, -1.9282)  -0.430
S (1.5312, -0.2682, -2.0136)  0.006
C (0.3152, 0.2541, -3.2025)  -0.067
C (0.5697, -0.0509, -4.5409)  -0.365
C (-0.3483, 0.2334, -5.5332)  -0.672
C (-1.5438, 0.8491, -5.1811)  -0.611
C (-1.7936, 1.1793, -3.8637)  -0.847
C (-0.8746, 0.8992, -2.8393)  0.794
S (-1.3780, 1.4479, -1.2397)  -0.357
N (0.2544, -1.9360, 0.3985)  0.840
H (-0.3423, 4.0036, 4.2578)  0.441
H (-0.2095, 3.1403, 6.5576)  0.356
H (-0.7050, 0.7446, 7.0127)  0.391
H (-1.3252, -0.7335, 5.1466)  0.313
H (-0.9654, -2.3819, 3.4496)  0.464
H (0.3956, -1.2864, 3.2407)  0.677
H (-0.0001, -4.3343, 2.7333)  0.478
H (1.0515, -5.6772, 0.9104)  0.422
H (1.6094, -4.5329, -1.2317)  0.413
H (0.1445, -2.1091, -2.4951)  0.008
H (1.8341, -2.6197, -2.4405)  0.493
H (1.5095, -0.5280, -4.7898)  0.442
H (-0.1353, -0.0180, -6.5635)  0.410
H (-2.2830, 1.0825, -5.9371)  0.391
H (-2.7207, 1.6714, -3.5979)  0.474
O (4.3550, 5.4270, -2.7908)  -0.549
C (3.5387, 4.5985, -2.1057)  1.073
C (2.1976, 4.4150, -2.4295)  -0.847
C (1.4534, 3.5443, -1.6621)  -0.565
N (1.9581, 2.8660, -0.6249)  -0.003
C (3.2301, 3.0613, -0.3415)  -0.059
Br (3.9304, 2.0941, 1.1334)  -0.145
C (4.0777, 3.9058, -1.0306)  -0.509
H (3.8680, 5.8491, -3.5081)  0.298
H (1.7396, 4.9377, -3.2596)  0.313
H (0.4041, 3.3686, -1.8711)  0.620
H (5.1129, 4.0269, -0.7514)  0.446
C (-3.4790, -4.6738, 2.1551)  -0.863
Ge (-4.2443, -4.1138, 0.4381)  0.298
C (-5.5293, -5.4544, -0.1874)  -1.152
C (-5.1208, -2.3866, 0.6674)  -0.923
C (-2.7488, -4.0065, -0.8493)  -0.357
Se (-2.5144, -2.2682, -1.6978)  0.265
C (-3.9231, -2.4099, -3.0252)  -1.138
H (-4.2523, -4.7948, 2.9143)  0.429
H (-2.7721, -3.9193, 2.5061)  -0.001
H (-2.9463, -5.6206, 2.0524)  0.335
H (-6.3841, -5.5193, 0.4865)  0.367
H (-5.0644, -6.4394, -0.2440)  0.365
H (-5.8988, -5.1958, -1.1808)  0.343
H (-5.9059, -2.4716, 1.4202)  0.381
H (-5.5710, -2.0399, -0.2631)  0.334
H (-4.4047, -1.6309, 0.9903)  0.175
H (-2.8160, -4.7753, -1.6202)  0.529
H (-1.8161, -4.1810, -0.3081)  -0.292
H (-4.8363, -2.7832, -2.5637)  0.292
H (-3.6252, -3.0622, -3.8427)  0.330
H (-4.1045, -1.4066, -3.4051)  0.317